ORCA calculation (ωB97M-V/def2-TZVPD) on C35H53CaN4OP2 as an isolated structure in a non-equilibrium geometry.

**HOMO-LUMO gap**: 7.25 eV
**Total charge**: +1
**Maximum force**: 0.04234 hartree/bohr
**HOMO energy**: -9.378 eV
**LUMO level**: -2.12 eV
**Energy above the lowest of the compared OMol25 structures with the same formula, charge and spin**: 18.5 kJ/mol

Atoms and positions in Å:
C: -2.044 -1.775 -0.858
C: 0.070 -1.489 -1.821
C: -2.405 -2.696 -1.838
C: -0.249 -2.369 -2.857
C: -1.507 -2.990 -2.863
H: -3.403 -3.144 -1.769
H: 0.484 -2.524 -3.653
H: -1.776 -3.674 -3.668
N: -0.797 -1.256 -0.800
P: -2.777 0.446 0.747
P: 2.397 -0.620 -0.259
C: -3.098 -1.278 0.143
H: -4.103 -1.360 -0.310
H: -3.101 -1.947 1.021
C: 0.263 3.015 2.689
O: 0.836 3.850 3.207
C: 1.337 -0.652 -1.874
H: 1.988 -1.016 -2.689
C: 3.769 0.707 -0.425
C: 3.002 -2.332 0.188
C: -3.394 1.610 -0.611
C: -3.594 0.709 2.443
C: 3.257 2.025 0.218
H: 3.167 1.944 1.312
H: 3.994 2.815 -0.006
H: 2.287 2.348 -0.190
C: 5.047 0.311 0.335
H: 4.878 0.232 1.417
H: 5.493 -0.624 -0.020
H: 5.787 1.113 0.180
C: 4.097 0.963 -1.906
H: 5.067 1.485 -1.946
H: 4.186 0.041 -2.494
H: 3.341 1.605 -2.377
C: 3.552 -2.264 1.641
H: 3.095 -1.442 2.218
H: 3.299 -3.193 2.175
H: 4.643 -2.148 1.663
C: 1.797 -3.298 0.190
H: 0.955 -2.879 0.757
H: 1.460 -3.540 -0.824
H: 2.097 -4.230 0.697
C: 4.057 -2.761 -0.852
H: 4.191 -2.041 -1.674
H: 5.033 -2.921 -0.369
H: 3.754 -3.714 -1.311
C: -3.286 2.144 2.944
H: -3.421 2.158 4.039
H: -2.245 2.457 2.747
H: -3.973 2.884 2.514
C: -2.973 -0.256 3.472
H: -3.080 -1.310 3.189
H: -1.909 -0.043 3.640
H: -3.490 -0.107 4.433
C: -5.109 0.457 2.358
H: -5.447 0.024 3.312
H: -5.668 1.391 2.212
H: -5.389 -0.259 1.573
C: -2.698 1.318 -1.972
H: -3.445 1.242 -2.776
H: -1.970 2.104 -2.218
H: -2.127 0.391 -1.976
C: -3.070 3.066 -0.222
H: -2.005 3.197 0.022
H: -3.289 3.701 -1.094
H: -3.671 3.427 0.620
C: -4.901 1.420 -0.774
H: -5.166 0.381 -0.999
H: -5.461 1.737 0.112
H: -5.221 2.044 -1.621
Ca: 0.017 0.434 0.938
N: 0.396 1.514 -1.018
C: 0.838 0.899 -2.029
C: 0.914 1.503 -3.407
C: 0.860 2.897 -3.472
C: 1.021 0.735 -4.574
C: 1.013 3.546 -4.697
H: 0.713 3.440 -2.536
C: 1.146 1.388 -5.803
H: 1.012 -0.354 -4.517
C: 1.151 2.786 -5.867
H: 1.031 4.632 -4.726
H: 1.251 0.792 -6.710
H: 1.270 3.295 -6.823
C: 1.407 -0.059 4.461
C: 0.686 -1.257 3.965
N: 0.111 -1.445 2.770
C: -0.477 -2.718 2.815
C: -0.267 -3.272 4.046
N: 0.478 -2.337 4.744
H: 1.892 -0.300 5.420
H: 2.179 0.259 3.740
H: 0.705 0.776 4.622
H: -0.995 -3.137 1.964
H: -0.570 -4.221 4.473
H: 0.804 -2.408 5.707

=====

ORCA calculation (ωB97M-V/def2-TZVPD) on a 8-piece molecular cluster, C25H70F6N6O7P overall in a non-equilibrium geometry.

**HOMO-LUMO gap**: 8.36 eV
**Total charge**: -1
**Maximum force**: 0.06511 hartree/bohr
**HOMO energy**: -5.950 eV
**LUMO level**: 2.41 eV
**Energy above the lowest of the compared OMol25 structures with the same formula, charge and spin**: 378.7 kJ/mol

Atoms and positions in Å:
P: -14.376 20.610 -3.614
F: -14.147 21.619 -2.360
F: -15.093 19.570 -2.575
F: -15.816 21.393 -3.708
F: -14.727 19.594 -4.834
F: -13.627 21.641 -4.663
F: -12.906 19.962 -3.302
C: -19.079 19.318 0.026
C: -17.622 19.135 -0.495
C: -16.965 17.671 -0.267
O: -16.726 17.364 1.112
C: -15.704 16.473 1.364
N: -17.671 19.315 -1.885
H: -19.144 19.028 1.075
H: -19.877 18.797 -0.503
H: -19.385 20.362 0.087
H: -16.811 19.811 -0.226
H: -15.982 17.576 -0.728
H: -17.568 16.861 -0.678
H: -15.465 15.774 0.562
H: -15.900 15.708 2.115
H: -14.786 16.977 1.664
H: -16.729 19.240 -2.241
H: -17.798 20.290 -2.115
C: -14.344 20.812 -12.599
C: -13.472 20.579 -11.299
C: -14.104 21.181 -10.050
O: -13.305 20.841 -8.981
C: -13.258 21.701 -7.843
N: -13.034 19.207 -11.162
H: -15.106 20.039 -12.704
H: -13.815 20.872 -13.550
H: -14.909 21.745 -12.612
H: -12.474 21.002 -11.411
H: -15.029 20.654 -9.814
H: -14.317 22.241 -10.190
H: -14.027 21.358 -7.151
H: -13.187 22.781 -7.971
H: -12.255 21.554 -7.442
H: -13.447 18.513 -11.769
H: -12.105 19.269 -11.554
C: -22.147 21.375 -7.021
C: -20.679 21.069 -7.362
C: -19.936 20.251 -6.250
O: -18.620 19.833 -6.594
C: -17.876 19.723 -5.435
N: -20.765 20.138 -8.518
H: -22.274 21.812 -6.031
H: -22.733 20.464 -6.898
H: -22.660 22.195 -7.523
H: -20.264 21.966 -7.820
H: -20.522 19.391 -5.926
H: -20.030 20.960 -5.427
H: -17.547 20.695 -5.065
H: -16.992 19.145 -5.703
H: -18.409 19.248 -4.611
H: -21.264 19.286 -8.301
H: -21.460 20.495 -9.158
C: -9.502 21.875 -4.006
C: -10.077 21.630 -5.447
C: -9.049 21.602 -6.599
O: -8.297 22.859 -6.719
C: -9.133 23.979 -7.139
N: -10.700 20.336 -5.277
H: -8.931 22.801 -3.945
H: -8.909 21.058 -3.594
H: -10.333 21.960 -3.306
H: -10.770 22.448 -5.645
H: -9.503 21.421 -7.573
H: -8.333 20.790 -6.475
H: -9.983 23.726 -7.772
H: -8.524 24.743 -7.621
H: -9.571 24.484 -6.278
H: -9.931 19.716 -5.067
H: -11.292 20.294 -4.460
C: -15.343 23.697 0.316
C: -15.580 24.591 -0.937
C: -14.293 25.229 -1.430
O: -13.863 26.480 -0.874
C: -12.382 26.809 -1.086
N: -16.049 23.617 -1.911
H: -16.183 23.144 0.739
H: -15.033 24.407 1.083
H: -14.577 22.951 0.104
H: -16.319 25.382 -0.809
H: -14.253 25.271 -2.519
H: -13.485 24.581 -1.090
H: -12.193 27.662 -0.434
H: -12.237 27.020 -2.146
H: -11.746 25.981 -0.772
H: -15.381 22.877 -2.075
H: -16.125 24.078 -2.806
C: -11.830 17.036 -4.791
C: -12.428 16.960 -6.162
C: -13.574 15.936 -6.174
O: -13.995 15.553 -7.559
C: -14.789 14.410 -7.559
N: -12.900 18.277 -6.621
H: -11.146 17.874 -4.656
H: -11.376 16.097 -4.475
H: -12.489 17.299 -3.963
H: -11.733 16.526 -6.881
H: -14.408 16.387 -5.638
H: -13.237 15.043 -5.647
H: -15.683 14.595 -6.963
H: -14.159 13.618 -7.153
H: -15.124 14.150 -8.563
H: -13.643 18.430 -5.954
H: -12.195 18.952 -6.359
C: -19.018 22.181 -2.526
O: -18.352 22.035 -1.287
H: -18.932 23.152 -3.013
H: -18.451 21.543 -3.204
H: -20.089 21.982 -2.511
H: -17.458 22.374 -1.367

=====

ORCA calculation (ωB97M-V/def2-TZVPD) on C6H15ClIrN3 as an isolated structure in a non-equilibrium geometry.

**HOMO-LUMO gap (alpha / beta)**: 7.54 / 7.54 eV
**Total charge**: +2
**Maximum force**: 0.10094 hartree/bohr
**HOMO energy (alpha / beta)**: -17.783 / -17.783 eV
**LUMO level (alpha / beta)**: -10.24 / -10.24 eV

Atoms and positions in Å:
Ir: -0.280 1.904 -0.300
C: 1.069 0.010 1.707
C: -0.371 0.271 2.106
N: -1.267 0.345 0.945
C: -1.457 -0.922 0.183
C: -1.505 -0.659 -1.304
N: -0.482 0.317 -1.724
C: 0.879 -0.178 -1.987
C: 1.606 -0.520 -0.712
N: 1.387 0.514 0.350
H: 1.309 -1.052 1.758
H: 1.697 0.506 2.445
H: -0.436 1.217 2.639
H: -0.703 -0.510 2.796
H: -2.167 0.722 1.238
H: -2.403 -1.390 0.458
H: -0.665 -1.616 0.452
H: -2.480 -0.246 -1.562
H: -1.389 -1.597 -1.853
H: -0.809 0.690 -2.614
H: 1.420 0.607 -2.519
H: 0.853 -1.054 -2.639
H: 2.666 -0.586 -0.958
H: 1.306 -1.496 -0.338
H: 2.198 1.127 0.394
Cl: 0.025 3.596 1.039

=====

ORCA calculation (ωB97M-V/def2-TZVPD) on a 7-piece molecular cluster, C7H26O7 overall in a non-equilibrium geometry.

**HOMO-LUMO gap (alpha / beta)**: 9.43 / 5.56 eV
**Total charge**: +1
**Maximum force**: 0.05823 hartree/bohr
**HOMO energy (alpha / beta)**: -13.989 / -13.989 eV
**LUMO level (alpha / beta)**: -4.56 / -8.43 eV
**2S+1**: 2
**Energy above the lowest of the compared OMol25 structures with the same formula, charge and spin**: 0.0 kJ/mol

Atoms and positions in Å:
C: 0.609 0.431 -2.863
C: 0.477 1.004 -1.453
C: -0.404 2.247 -1.287
C: -1.902 2.007 -1.054
C: -1.980 0.857 2.630
O: -1.066 0.034 3.274
C: -1.490 1.383 1.333
C: -2.353 1.715 0.298
H: 1.398 0.717 -3.592
H: 0.857 -0.602 -2.733
H: -0.297 0.553 -3.456
H: 0.181 0.217 -0.767
H: 1.428 1.375 -1.085
H: -0.395 3.021 -2.084
H: -0.038 2.731 -0.354
H: -2.217 1.109 -1.641
H: -2.405 2.943 -1.430
H: -2.472 1.621 3.274
H: -2.781 0.131 2.365
H: -0.130 0.234 3.068
H: -0.391 1.495 1.219
H: -3.420 1.583 0.403
H: 3.611 -1.323 -0.172
H: 2.069 -1.887 -0.088
O: 2.841 -1.459 0.322
H: 2.498 -0.227 2.944
H: 2.082 -0.413 1.487
O: 1.738 -0.090 2.368
H: -0.166 -2.827 -0.525
H: 0.993 -3.643 0.233
O: 0.774 -2.970 -0.415
H: -2.465 -3.154 -1.060
H: -1.807 -3.252 0.447
O: -1.947 -3.669 -0.440
H: 3.852 1.568 -1.016
H: 3.585 1.180 -2.458
O: 3.945 0.833 -1.634
H: -0.293 -1.735 1.542
H: -1.413 -1.570 2.557
O: -1.109 -2.167 1.844

=====

ORCA calculation (ωB97M-V/def2-TZVPD) on a 2-piece molecular cluster, C6H13N3O2 overall in a non-equilibrium geometry.

**HOMO-LUMO gap (alpha / beta)**: 9.51 / 9.50 eV
**Maximum force**: 0.09065 hartree/bohr
**HOMO energy (alpha / beta)**: -8.839 / -8.838 eV
**LUMO level (alpha / beta)**: 0.67 / 0.67 eV
**Energy above the lowest of the compared OMol25 structures with the same formula, charge and spin**: 852.1 kJ/mol

Atoms and positions in Å:
C: -0.695 0.254 -2.211
C: 0.291 -0.676 -1.440
N: 0.076 -0.430 -0.015
C: 0.234 -1.580 0.946
C: 1.639 -2.082 1.093
N: 0.528 0.792 0.495
O: 1.504 1.288 -0.056
N: -0.218 1.374 1.408
O: -1.228 0.614 1.886
H: -0.971 -0.226 -3.172
H: -1.659 0.367 -1.532
H: -0.294 1.357 -2.290
H: -0.131 -1.641 -1.747
H: 1.195 -0.423 -1.805
H: -0.302 -2.473 0.679
H: -0.302 -1.261 1.914
H: 1.619 -3.100 1.510
H: 2.053 -2.162 -0.012
H: 2.340 -1.403 1.714
H: -1.880 1.239 2.369
C: -1.258 4.546 0.883
C: -0.454 3.913 1.497
H: -2.171 4.962 0.543
H: 0.232 3.456 2.147